15
Properties=species:S:1:pos:R:3:lowdin_charge:R:1 method="wB97M-V/def2-TZVPD" e_homo_ev=-8.996 gap_ev=9.901 total_energy_ev=-15143.28609 max_force_ha_per_bohr=0.085 total_charge=0
C 1.010 1.214 -2.819 -0.07
H -0.584 1.170 1.969 0.06
S -0.929 -0.732 0.539 0.63
C 0.974 -0.125 2.427 -0.25
H 2.032 1.187 -2.641 0.02
H -0.734 0.149 -3.483 0.04
H 1.608 -0.161 1.512 0.06
H 0.489 2.089 -2.477 0.04
C -0.440 0.114 2.213 -0.55
H 1.017 -1.066 2.913 0.05
H -1.089 -0.252 2.971 0.05
H -1.647 0.366 0.512 -0.18
H 0.770 -0.783 -3.617 0.04
H 1.637 0.705 2.975 0.12
C 0.351 0.182 -3.364 -0.08

---

50
Properties=species:S:1:pos:R:3:lowdin_charge:R:1 method="wB97M-V/def2-TZVPD" e_homo_ev=-9.248 gap_ev=9.531 total_energy_ev=-30133.57172 max_force_ha_per_bohr=0.116 total_charge=0
C 1.509 1.170 1.378 -0.20
C -6.411 2.212 -1.148 -0.08
C 0.909 -4.156 0.027 -0.55
C 0.795 -5.816 -1.878 -0.07
H 1.204 -0.868 0.670 0.09
O -4.122 2.645 1.619 0.02
H -1.473 2.690 1.435 0.10
H 1.673 4.257 1.249 0.08
C 1.254 4.154 0.256 0.00
H 3.990 -0.676 1.714 0.12
H -4.346 4.311 -0.984 0.09
C -4.549 2.746 0.476 -0.54
H 3.652 0.457 0.459 0.11
H 2.604 -1.693 -0.649 0.10
H -3.526 2.781 -1.408 0.09
C -0.075 3.449 0.334 -0.54
C 4.474 -1.171 -1.059 -0.68
H 2.047 1.577 2.226 0.12
C 3.317 -0.486 0.892 -0.17
H -0.189 1.026 2.600 0.12
N -5.747 2.198 0.142 0.00
H 1.794 -0.677 2.365 0.12
H 2.536 -4.225 1.390 0.08
H -2.853 3.833 -0.166 0.05
H -0.532 0.675 0.943 0.12
H 2.973 -4.686 -0.258 0.08
H 1.080 5.104 -0.224 0.08
C 2.202 -4.765 0.510 -0.01
H -6.570 1.187 -1.485 0.08
N -0.458 2.750 1.500 0.06
H 0.039 -6.603 -1.876 0.08
H 3.103 -0.551 -2.198 0.11
O 4.041 -0.768 -2.269 0.12
H -6.205 1.732 0.910 0.14
H -0.531 -4.245 -1.342 0.14
H 2.054 -5.813 0.777 0.08
H -7.382 2.701 -1.051 0.08
N 3.473 -1.552 -0.144 0.07
C -3.774 3.465 -0.596 -0.01
H 0.949 -5.484 -2.906 0.08
C 0.022 1.358 1.588 -0.19
N 0.329 -4.699 -1.076 0.01
H 1.725 -6.218 -1.493 0.07
C 1.861 -0.332 1.340 -0.17
H 1.871 1.586 0.449 0.09
H -5.821 2.742 -1.888 0.07
O 5.588 -1.214 -0.820 0.19
O 0.388 -3.207 0.597 0.02
H 1.926 3.568 -0.350 0.07
O -0.818 3.531 -0.575 0.09

---

7
Properties=species:S:1:pos:R:3:lowdin_charge:R:1 method="wB97M-V/def2-TZVPD" e_homo_ev=-9.702 gap_ev=9.453 total_energy_ev=-30317.53525 max_force_ha_per_bohr=0.154 total_charge=0
F 0.297 -1.146 1.303 0.03
N -0.391 -0.349 -0.667 -0.94
Cl -1.264 1.053 -1.207 0.61
H -0.690 0.693 1.080 0.09
H 1.298 0.655 0.686 0.18
Cl 0.804 -0.802 -1.819 0.60
C -0.054 -0.105 0.624 -0.57

---

40
Properties=species:S:1:pos:R:3:lowdin_charge:R:1 method="wB97M-V/def2-TZVPD" e_homo_ev=-19.943 gap_ev=1.967 total_energy_ev=-24011.89642 max_force_ha_per_bohr=0.102 total_charge=+4
H -3.103 0.157 -0.408 0.11
O 0.643 -2.917 2.894 0.04
C 4.441 -1.304 0.584 -0.11
H -4.148 0.867 -1.572 0.12
H 2.041 -1.551 2.308 0.08
H -1.416 0.079 2.528 0.08
H -1.697 1.463 4.177 0.09
H 5.806 -0.104 0.031 0.12
H -0.600 -1.882 -2.700 0.09
C 0.487 1.440 -0.168 -0.27
C -3.182 1.005 -1.088 -0.10
H 4.941 -2.267 0.693 0.13
H 0.927 1.406 0.829 0.12
O 2.558 1.504 -1.778 -0.31
H -2.537 1.401 2.042 0.05
H 4.359 -0.893 1.590 0.11
H 0.607 -1.386 1.393 0.07
H -2.455 0.859 -1.887 0.07
O -2.508 0.978 4.010 -0.02
O 4.980 -0.411 -0.350 0.02
H -1.375 -0.392 -3.368 0.05
Y -1.710 4.481 -0.612 1.97
H -0.784 -1.697 -4.426 0.11
Y 1.873 3.818 -1.700 1.92
H 2.041 -0.134 -0.643 0.10
H -3.155 -0.228 2.512 0.11
H 0.903 -2.566 3.749 0.12
H -3.197 -1.351 -3.709 0.09
C 1.243 -2.140 1.856 -0.11
H 3.427 -1.547 0.265 0.05
H -3.952 2.289 0.083 0.12
H 1.030 0.137 -1.898 0.11
O -3.163 2.275 -0.463 -0.22
O 0.078 2.762 -0.487 -0.60
C -1.253 -1.471 -3.469 -0.09
C -2.394 0.533 2.686 -0.15
C 1.543 0.708 -1.124 -0.25
O -2.597 -1.997 -3.330 -0.02
H -0.388 0.793 -0.094 0.10
H 1.686 -2.716 1.043 0.10

---

57
Properties=species:S:1:pos:R:3:lowdin_charge:R:1 method="wB97M-V/def2-TZVPD" e_homo_ev=-8.690 gap_ev=9.115 total_energy_ev=-47190.77921 max_force_ha_per_bohr=0.022 total_charge=0
C -4.401 1.562 -1.005 -0.15
H 6.280 -0.577 1.640 0.11
H 4.554 2.617 0.100 0.13
H 6.939 0.720 -0.247 0.13
H 3.181 -3.388 -0.083 0.11
C 2.647 -1.398 -0.606 -0.27
H -1.665 1.807 0.874 0.13
N -0.733 -0.010 -1.062 0.15
N 4.239 0.575 0.190 -0.24
H -5.664 -2.793 0.148 0.09
O 4.638 -0.469 -2.067 -0.27
H -3.102 2.842 0.842 0.13
C -4.603 -1.124 0.903 -0.49
C -3.435 0.848 1.679 -0.10
H 3.852 -0.574 1.857 0.12
C -2.742 1.810 0.700 -0.14
H 0.812 -4.151 -0.035 0.11
C -1.409 -2.734 -0.532 -0.03
C 5.814 0.326 2.059 -0.19
O 5.186 -1.819 -0.086 -0.29
H 3.826 1.192 2.119 0.13
H -2.764 0.044 1.986 0.12
O 6.507 1.477 1.626 -0.13
C 1.644 -0.490 -0.869 0.02
N -4.571 0.227 1.023 -0.07
H -2.424 1.606 -2.627 0.14
H 1.899 0.527 -1.113 0.11
H -4.600 2.613 -1.272 0.12
C 4.347 0.368 1.620 -0.17
H -1.426 -3.816 -0.437 0.08
C 0.006 -2.242 -0.534 -0.19
O 0.320 1.941 -1.650 0.08
N -3.007 1.342 -0.652 -0.19
H -2.002 2.981 -1.587 0.14
O -3.780 -1.830 1.458 0.03
H -1.916 -2.469 -1.460 0.09
H -6.696 -1.394 0.477 0.09
C 6.465 1.597 0.220 -0.18
H -5.650 -1.410 -0.956 0.08
S 4.341 -0.837 -0.714 0.68
H -1.667 -0.360 -0.880 0.12
H -6.231 0.734 -0.156 0.11
C 1.045 -3.122 -0.265 -0.03
C 0.315 -0.900 -0.822 -0.15
C -2.081 1.883 -1.624 -0.10
C -5.732 -1.710 0.086 0.01
H 7.032 2.497 -0.025 0.13
C -5.290 1.157 0.189 -0.13
H -4.622 0.942 -1.879 0.12
H 4.987 1.688 -1.366 0.12
C -0.679 1.292 -1.442 -0.45
C 2.368 -2.712 -0.292 -0.05
H -5.519 2.035 0.801 0.13
C 5.022 1.702 -0.278 -0.17
H -3.774 1.383 2.572 0.13
H 5.895 0.314 3.147 0.13
H -1.978 -2.325 0.304 0.06

---

24
Properties=species:S:1:pos:R:3:lowdin_charge:R:1 method="wB97M-V/def2-TZVPD" e_homo_ev=-9.310 gap_ev=9.433 total_energy_ev=-17605.23937 max_force_ha_per_bohr=0.130 total_charge=0
C 1.616 1.310 -0.068 -0.55
C 3.428 -0.411 -0.034 -0.08
H -3.338 -0.762 -1.785 0.10
H -1.739 2.516 0.302 0.10
C -2.576 0.926 -0.808 -0.10
H -1.301 -1.411 1.940 0.12
H 2.988 -2.351 -0.038 0.10
H -2.446 -2.367 -0.060 0.12
C -1.649 -0.748 1.157 -0.12
C 2.600 -1.393 -0.088 -0.04
H 4.579 -0.456 -0.245 0.15
H -2.891 1.606 -1.610 0.11
O 0.560 -2.238 -0.229 0.11
N 2.913 0.980 0.173 0.07
C -1.874 1.465 0.268 -0.09
H 3.556 1.888 -0.607 0.30
H -0.247 0.292 -0.124 0.10
O 1.130 2.411 -0.242 0.07
C -2.260 -1.291 0.028 -0.08
C 1.166 -1.224 -0.233 -0.49
C -2.748 -0.424 -0.943 -0.09
N 0.804 0.106 -0.173 0.19
C -1.394 0.594 1.285 -0.12
H -0.875 0.981 2.136 0.11